Computed, not measured: 3 unconnected molecules or ions with the total composition C40H81ClN7O7P2 at a distorted geometry, with ωB97M-V/def2-TZVPD.

Summary:
E_LUMO (alpha / beta) = -3.5053 / -3.5053 eV
Charge = +1
E_HOMO (alpha / beta) = -9.392 / -10.499 eV
2S+1 = 3
Gap between HOMO and LUMO (alpha / beta) = 0.2163 / 0.2570 hartree

Atoms and positions in Å:
C1 -1.377371 3.251456 4.691801
C2 -0.821697 1.862721 4.558374
O1 0.202952 1.487768 5.021828
O2 -1.612141 1.049802 3.813373
C3 -1.054516 -0.244333 3.549815
C4 -2.157258 -1.090887 2.907431
N1 -1.865473 -1.542459 1.516873
C5 -1.628654 -2.984135 1.354540
C6 -0.417763 -3.513425 2.128439
C7 -0.081494 -4.942980 1.708323
Cl1 1.021117 -2.477565 1.894609
C8 -2.615514 -0.948998 0.488476
N2 -1.931430 -0.199893 -0.472103
C9 -1.578942 -1.027725 -1.693378
C10 -0.102829 -1.376709 -1.878843
C11 0.037827 -2.383187 -3.051312
C12 -0.130861 -1.630604 -4.347506
O3 -1.182352 -1.340415 -4.758872
O4 1.004138 -1.165201 -4.923704
P1 -0.619726 0.764627 0.117859
N3 -0.075204 1.816615 -0.880029
N4 -3.912243 -1.062324 0.407088
C13 -4.738971 -0.292276 -0.559705
C14 -5.011521 -1.009463 -1.891963
C15 -5.622299 -0.050574 -2.932733
C16 -6.074990 -0.898396 -4.136241
C17 -4.642137 1.063885 -3.368233
C18 -5.165484 2.503540 -3.068740
C19 -4.501239 3.246876 -1.935626
C20 -3.296362 3.800802 -1.986274
C21 -2.766541 4.614983 -0.822892
C22 -2.415015 3.641622 -3.205527
P2 -4.763723 -2.228874 1.559163
N5 -4.910995 -3.553928 0.485231
O5 -6.257518 -1.622145 1.585651
H1 -0.776109 3.926763 4.078024
H2 -2.411666 3.300763 4.348048
H3 -1.331832 3.558217 5.738184
H4 -0.167488 -0.155980 2.918933
H5 -0.723383 -0.698051 4.489446
H6 -3.078411 -0.498380 2.911602
H7 -2.361649 -1.975566 3.520428
H8 -2.498694 -3.561882 1.710903
H9 -1.464024 -3.196379 0.289657
H10 -0.638483 -3.503915 3.200974
H11 0.414595 -4.963516 0.735514
H12 -0.989155 -5.555248 1.702179
H13 0.600886 -5.380785 2.442694
H14 -1.954795 -0.528949 -2.587979
H15 -2.126351 -1.973748 -1.616547
H16 0.332511 -1.838568 -0.982549
H17 0.496339 -0.488602 -2.110622
H18 -0.746122 -3.144880 -2.994290
H19 1.014592 -2.870123 -2.992046
H20 1.524906 -1.905779 -5.275542
H21 -1.201557 1.291066 1.286225
H22 0.358274 -0.111206 0.609469
H23 -0.550896 1.846752 -1.775444
H24 -4.274375 0.684505 -0.742390
H25 -5.687306 -0.078007 -0.072680
H26 -5.751195 -1.806903 -1.734329
H27 -4.111204 -1.481455 -2.277617
H28 -6.523664 0.415415 -2.511601
H29 -6.823577 -1.643676 -3.844759
H30 -6.520878 -0.271333 -4.913319
H31 -5.208714 -1.407889 -4.575025
H32 -3.664743 0.929619 -2.894946
H33 -4.487422 0.993628 -4.450281
H34 -6.232425 2.441630 -2.834576
H35 -5.082858 3.096859 -3.988199
H36 -5.079454 3.367959 -1.016713
H37 -2.286631 3.980347 -0.069676
H38 -3.579200 5.159153 -0.332288
H39 -2.009753 5.326089 -1.166121
H40 -2.015460 2.625107 -3.303356
H41 -2.959377 3.882376 -4.127142
H42 -1.561700 4.323956 -3.151313
H43 -5.879994 -3.768583 0.258461
H44 -4.546275 -4.383292 0.953447
H45 -6.751221 -1.646365 0.752964
C23 2.548598 3.167857 -3.576822
C24 2.313305 4.089383 -4.784915
C25 3.547801 4.121673 -5.690197
C26 4.710702 4.911718 -5.093060
C27 4.266104 6.325120 -4.719678
C28 3.047568 6.353326 -3.791607
N6 1.965534 5.479398 -4.352770
O6 1.253621 6.092159 -5.234094
C29 3.447657 5.916714 -2.370096
C30 2.510720 7.776588 -3.682582
C31 1.129156 3.504271 -5.543682
H46 2.729341 2.153239 -3.935168
H47 3.403213 3.441571 -2.967782
H48 1.667322 3.147103 -2.932316
H49 3.270856 4.573335 -6.648042
H50 3.852501 3.094457 -5.903293
H51 5.117472 4.392088 -4.221213
H52 5.523091 4.967623 -5.819651
H53 5.082023 6.865623 -4.234253
H54 4.026125 6.873335 -5.636065
H55 2.569062 5.638750 -1.786083
H56 3.934356 6.748792 -1.861549
H57 4.153446 5.090382 -2.349737
H58 2.280393 8.202866 -4.655589
H59 3.267219 8.402487 -3.208460
H60 1.606136 7.808896 -3.073556
H61 0.219589 3.557272 -4.942524
H62 1.325465 2.454671 -5.768860
H63 0.940837 4.016190 -6.484380
C32 5.564174 -6.002230 5.671103
C33 4.154844 -5.822712 5.087974
C34 4.203327 -5.034155 3.776725
C35 4.495681 -3.548040 3.971787
C36 3.503860 -2.928760 4.954729
C37 3.432033 -3.659306 6.296508
N7 3.243594 -5.125996 6.050282
O7 2.007012 -5.424014 5.841411
C38 4.691266 -3.375488 7.136280
C39 2.244003 -3.143369 7.102136
C40 3.615994 -7.225478 4.826103
H64 6.172107 -6.568684 4.965121
H65 6.090004 -5.072613 5.859485
H66 5.521231 -6.563269 6.605316
H67 3.236132 -5.136668 3.271086
H68 4.950101 -5.488227 3.121731
H69 5.522171 -3.400248 4.316755
H70 4.422294 -3.036440 3.009519
H71 3.752061 -1.880229 5.135744
H72 2.507056 -2.941591 4.499893
H73 4.798282 -4.108231 7.936728
H74 4.603657 -2.391894 7.597009
H75 5.609352 -3.360679 6.554869
H76 1.309815 -3.221949 6.550267
H77 2.409950 -2.092499 7.340053
H78 2.134254 -3.695153 8.036382
H79 3.488299 -7.775194 5.758788
H80 4.331117 -7.765291 4.204263
H81 2.659286 -7.207829 4.308989

Cartesian forces (eV/Å) of the 6 atoms listed first:
C -0.4266 -0.0664 -0.0817
C -0.7215 0.5573 -0.2158
O 1.1212 -0.3798 0.4551
O -0.1625 -0.1024 -0.3500
C 0.0464 -0.2800 0.2724
C -0.1760 -0.0719 -0.0493